(1)
Entry from the OMol25 dataset: 3 unconnected molecules or ions with the total composition C4H14N3O (the ωB97M-V functional and the def2-TZVPD basis).

Structure (XYZ):
```
22
Properties=species:S:1:pos:R:3:forces:R:3
O -0.267776 1.961209 -3.578570 0.371 -1.163 -0.081
N 2.215830 -0.838658 0.139289 -1.728 -1.373 0.005
N 0.656054 1.069407 0.570917 -0.717 -2.620 -1.278
N -0.077845 -1.988583 1.392681 -0.998 0.658 1.453
C -1.475027 -0.226988 0.622999 0.953 0.762 0.167
C -0.775683 1.162324 0.480496 0.836 0.957 1.207
C 1.416003 0.208543 -0.291184 2.078 2.673 0.755
C -0.971734 -0.959923 1.859073 -0.478 -0.184 -2.274
H 0.419451 -0.171301 -0.794115 -0.859 -0.280 -2.966
H -1.156987 -0.871530 -0.199284 -0.660 0.063 -0.217
H 1.587327 -1.605694 0.459942 0.800 0.479 0.323
H -1.849979 -1.270485 2.433573 0.166 -0.607 0.390
H -0.056674 1.303990 -4.262731 -0.315 0.644 -0.611
H 0.051260 1.424249 -2.838785 -0.051 0.696 0.591
H 0.039190 -2.582838 2.227731 0.807 -0.015 -0.132
H 2.960489 -0.610557 0.786554 0.232 0.153 -0.412
H -1.192335 1.744580 -0.357671 0.238 -0.229 -0.132
H -2.541183 0.003156 0.549406 0.093 -0.344 0.308
H 0.307680 0.050183 -2.120034 0.409 -0.691 2.441
H -0.995392 1.742807 1.390502 -0.389 0.129 -0.304
H 2.052832 0.795411 -0.980014 -0.431 0.271 0.122
H -0.345510 -0.339310 2.509224 -0.356 0.020 0.644
```
Forces are in eV/Å.

Net charge: +1
Relative energy (zero: lowest compared OMol25 entry of this formula, charge and spin), eV: 13.676
F_max, hartree/bohr: 0.0675
Frontier orbital gap, eV: 4.633

=====

(2)
Entry from the OMol25 dataset: 2 unconnected molecules or ions with the total composition C4H14N3O (the ωB97M-V functional and the def2-TZVPD basis).

Structure (XYZ):
```
22
Properties=species:S:1:pos:R:3:forces:R:3
O 0.666875 0.761039 0.721110 -0.895 -4.071 -1.960
N 0.233868 0.385672 -1.826660 0.246 -4.015 -0.228
N -1.904028 -0.385825 -0.999011 -0.513 -0.038 1.613
N -0.118770 -1.727690 -0.795790 -1.557 -1.616 -0.811
C 0.000120 1.716216 -2.095192 -0.411 3.219 -0.586
C 1.171200 -0.356762 2.702168 1.921 -2.986 4.409
C 0.118255 -0.219342 1.705538 0.251 0.323 -2.262
C -0.595828 -0.499489 -1.231923 2.598 -1.868 -0.426
H 0.386288 2.313096 -1.246084 -0.209 0.058 -0.581
H -0.830792 -2.573047 -0.757233 2.064 2.711 -0.213
H 0.685968 -0.116674 3.711407 1.137 -0.352 -1.068
H 0.495702 2.007863 -3.052266 -0.227 -0.176 0.865
H 2.063820 0.256748 2.579945 -0.458 0.466 -0.225
H -0.181712 -1.204955 1.168957 0.415 2.272 1.320
H -2.607521 -0.068294 -1.594575 -0.551 1.243 -1.412
H -1.048627 1.935804 -2.247264 -0.240 0.061 0.171
H 1.715332 -1.419347 2.877907 -1.711 2.028 -0.675
H 1.225386 0.159788 -2.084426 -1.654 -0.720 0.874
H -2.335437 -0.822123 -0.174363 0.920 0.038 -0.596
H 0.687262 1.516853 1.213323 0.310 3.345 1.863
H 0.859277 -2.018632 -0.705946 -0.553 0.714 -0.240
H -0.686638 0.359101 2.130373 -0.883 -0.635 0.171
```
Forces are in eV/Å.

Net charge: +1
Relative energy (zero: lowest compared OMol25 entry of this formula, charge and spin), eV: 3.059
F_max, hartree/bohr: 0.1101
Frontier orbital gap, eV: 10.932